No. 1
105
Properties=species:S:1:pos:R:3 method="wB97M-V/def2-TZVPD" charge=+1 orbital_gap_ev="7.1 / 6.3" total_energy_ev=-163609.9684 de_lowest_ev=1.0275 e_lumo_ev="-2.9882 / -3.8248" homo_energy_ev="-10.042 / -10.153" spin_multiplicity=4
Tc -0.358 0.654 0.537
S -1.948 1.928 1.870
C -1.212 3.382 1.309
S 0.113 3.035 0.267
C -1.660 4.632 1.625
C -2.808 4.778 2.452
N -3.749 4.858 3.111
C -1.026 5.795 1.110
N -0.520 6.734 0.679
C 6.897 1.108 0.032
C 6.505 1.211 1.506
C 5.217 2.006 1.747
C 4.007 1.490 0.969
N 3.749 0.080 1.245
C 2.736 -0.425 1.955
S 1.433 0.551 2.465
N 2.804 -1.734 2.236
C 1.974 -2.441 3.207
C 2.532 -2.407 4.632
C 3.743 -3.308 4.896
C 5.043 -2.869 4.214
H 7.875 0.640 -0.070
H 6.948 2.100 -0.419
H 6.185 0.512 -0.546
H 7.309 1.707 2.052
H 6.421 0.210 1.941
H 5.375 3.045 1.449
H 4.981 2.004 2.814
H 4.173 1.606 -0.104
H 3.119 2.057 1.239
H 4.534 -0.529 1.058
H 3.669 -2.199 2.003
H 1.867 -3.474 2.867
H 0.996 -1.970 3.201
H 1.721 -2.718 5.295
H 2.778 -1.372 4.885
H 3.504 -4.333 4.601
H 3.910 -3.320 5.974
H 5.069 -3.147 3.157
H 5.898 -3.357 4.682
H 5.186 -1.790 4.302
N -2.616 -1.976 4.711
C -2.142 -2.119 3.457
C -1.531 -1.036 2.791
N -1.090 -1.140 1.544
C -1.185 -2.349 0.966
C -1.747 -3.413 1.644
N -2.243 -3.312 2.868
H -2.701 -1.065 5.125
H -3.136 -2.735 5.116
H -1.413 -0.097 3.312
H -0.825 -2.449 -0.046
H -1.822 -4.385 1.171
Br 4.386 -0.952 -4.120
C 3.173 -0.521 -2.747
C 2.542 -1.519 -2.019
C 1.639 -1.151 -1.045
N 1.320 0.120 -0.763
C 1.965 1.071 -1.456
C 2.892 0.801 -2.442
H 2.742 -2.562 -2.215
H 1.156 -1.913 -0.446
H 1.744 2.101 -1.223
H 3.369 1.616 -2.969
C -1.570 -2.088 -2.838
C -2.942 -1.411 -2.680
C -3.705 -1.471 -4.004
C -3.746 -2.171 -1.617
P -2.678 0.358 -2.022
N -1.552 0.309 -0.908
C -4.311 1.004 -1.293
C -4.138 2.508 -1.046
C -4.545 0.329 0.065
C -5.516 0.777 -2.207
C -2.084 1.462 -3.452
C -3.167 1.807 -4.475
C -1.470 2.744 -2.879
C -0.953 0.691 -4.148
H -1.677 -3.168 -2.707
H -0.872 -1.711 -2.093
H -1.141 -1.923 -3.825
H -3.898 -2.519 -4.244
H -3.135 -1.047 -4.830
H -4.666 -0.961 -3.947
H -3.696 -3.242 -1.829
H -4.797 -1.890 -1.631
H -3.348 -2.003 -0.619
H -3.251 2.707 -0.442
H -5.008 2.870 -0.496
H -4.083 3.076 -1.972
H -3.613 0.235 0.618
H -5.003 -0.654 -0.028
H -5.221 0.949 0.658
H -5.360 1.177 -3.209
H -6.375 1.295 -1.775
H -5.783 -0.276 -2.288
H -3.935 2.458 -4.058
H -3.647 0.923 -4.892
H -2.694 2.346 -5.299
H -2.210 3.489 -2.605
H -0.828 3.196 -3.639
H -0.857 2.526 -2.009
H -1.328 -0.144 -4.737
H -0.222 0.326 -3.422
H -0.437 1.369 -4.832

=====

No. 2
11
Properties=species:S:1:pos:R:3 method="wB97M-V/def2-TZVPD" charge=-1 orbital_gap_ev=8.5 total_energy_ev=-32343.1197 de_lowest_ev=0.0000 e_lumo_ev=3.5506 homo_energy_ev=-4.947
C -0.585 0.895 0.502
C 0.232 -0.901 -0.175
N -0.912 -0.279 -0.031
N 0.707 1.127 0.682
N 1.198 -0.031 0.176
O 3.069 -1.466 -0.813
O 3.391 -0.703 1.499
S 3.915 1.238 -0.479
S 3.080 -0.357 0.096
H -1.344 1.478 0.909
H 0.099 -1.959 -0.382

=====

No. 3
19
Properties=species:S:1:pos:R:3 method="wB97M-V/def2-TZVPD" orbital_gap_ev=9.1 total_energy_ev=-15199.5274 de_lowest_ev=1.5829 e_lumo_ev=0.9006 homo_energy_ev=-8.244
C 1.752 -1.677 0.570
C 1.496 -0.513 -0.069
C -1.105 -0.572 -2.061
C -0.743 0.543 1.987
N 0.699 2.099 0.221
N -1.629 -0.121 -0.803
Si 0.034 0.549 0.277
H 2.532 -2.432 0.298
H 1.282 -1.800 1.472
H 2.096 -0.158 -0.983
H -0.601 -1.593 -2.152
H -1.879 -0.837 -2.759
H -0.564 0.291 -2.537
H -0.707 1.624 2.231
H -1.826 0.281 1.765
H -0.192 -0.038 2.738
H 1.560 2.360 -0.124
H 0.057 2.795 0.268
H -2.262 -0.800 -0.338